[1]
The molecule CH4O2S, computed with ωB97M-V with the def2-TZVPD basis set.

* highest occupied orbital energy: -9.691 eV
* energy above the lowest of the compared OMol25 structures with the same formula, charge and spin: 191.8 kJ/mol
* strongest force on any atom: 0.0604 hartree/bohr
* SMILES string: OCOS

Last column: Mulliken charge in e.
Cartesian coordinates (Å):
O: -0.14326 -0.42759 1.45367  -0.4737
C: -0.62942 0.27350 0.33139  -0.1274
O: 0.27032 0.67198 -0.62689  -0.3378
S: 0.52762 -0.69540 -1.83712  -0.0646
H: 0.45662 0.21611 1.82694  0.3074
H: -1.08643 1.13566 0.83575  0.3209
H: -1.33112 -0.49336 -0.16849  0.1929
H: 1.93567 -0.68090 -1.81524  0.1823

[2]
The molecule CH4O2S, computed with ωB97M-V with the def2-TZVPD basis set.

* highest occupied orbital energy: -9.156 eV
* energy above the lowest of the compared OMol25 structures with the same formula, charge and spin: 257.7 kJ/mol
* strongest force on any atom: 0.0582 hartree/bohr

Last column: Mulliken charge in e.
Cartesian coordinates (Å):
C: 0.44529 -0.06272 -0.61539  -0.4368
O: -0.80628 0.30429 -1.10137  -0.4667
O: 2.19979 -0.51452 1.57705  -0.5050
S: 1.07874 0.40112 1.35824  0.2749
H: 0.38139 -1.14062 -0.67700  0.3070
H: -0.75911 1.30104 -1.18472  0.3192
H: 1.25138 0.20764 -1.25674  0.3747
H: 1.63306 1.78442 1.03222  0.1327

[3]
A cluster of 2 separate species, CH4O2S in total, computed with ωB97M-V with the def2-TZVPD basis set.

* highest occupied orbital energy: -10.117 eV
* energy above the lowest of the compared OMol25 structures with the same formula, charge and spin: 72.5 kJ/mol
* strongest force on any atom: 0.0516 hartree/bohr
* SMILES string: O=CO.S

Last column: Mulliken charge in e.
Cartesian coordinates (Å):
O: 1.99318 1.36092 -1.00082  -0.4017
C: 1.71590 0.58771 -0.14550  0.2268
O: 0.99517 -0.60584 -0.18529  -0.4134
H: 1.74816 0.89428 0.91635  0.2948
H: 0.31624 -0.30706 -0.82123  0.2641
S: -1.94953 -0.56722 0.52162  -0.2777
H: -2.63291 -1.34280 1.37467  0.1498
H: -2.99799 0.24663 0.44715  0.1572

[4]
The molecule CH4O4S, computed with ωB97M-V with the def2-TZVPD basis set.

* highest occupied orbital energy: -11.304 eV
* energy above the lowest of the compared OMol25 structures with the same formula, charge and spin: 73.0 kJ/mol
* strongest force on any atom: 0.0732 hartree/bohr
* SMILES string: O=S(=O)(O)CO

Last column: Mulliken charge in e.
Cartesian coordinates (Å):
O: 0.33597 -0.92411 1.21943  -0.6590
S: 0.47776 0.09665 0.12922  1.2112
O: 1.35927 1.27556 0.05420  -0.5596
O: 0.86958 -0.95546 -1.10604  -0.5174
C: -1.12576 0.77204 -0.21746  -0.4034
O: -2.22372 -0.17738 -0.18154  -0.5210
H: 0.90786 -1.93417 -0.81164  0.3780
H: -1.05574 1.22044 -1.16739  0.3818
H: -1.25878 1.43061 0.61125  0.3416
H: -2.21173 -0.64453 0.71667  0.3480

[5]
The molecule CH4OP2, computed with ωB97M-V with the def2-TZVPD basis set.

* highest occupied orbital energy: -9.013 eV
* energy above the lowest of the compared OMol25 structures with the same formula, charge and spin: 58.7 kJ/mol
* strongest force on any atom: 0.0355 hartree/bohr
* SMILES string: CP=[PH]=O

Last column: Mulliken charge in e.
Cartesian coordinates (Å):
C: 0.42147 -0.91457 -0.53607  -0.9964
P: -1.31797 -0.47637 -0.09375  0.0263
P: -0.70920 1.17254 0.79590  0.5186
O: -1.42520 2.43331 1.10455  -0.5808
H: 1.23323 -0.53149 0.10601  0.3522
H: 0.63602 -0.67624 -1.55390  0.3394
H: 0.45416 -1.97100 -0.38013  0.3065
H: 0.70749 0.96382 0.55738  0.0342

[6]
A cluster of 2 separate species, CH4OP2 in total, computed with ωB97M-V with the def2-TZVPD basis set.

* highest occupied orbital energy (spin up / spin down): -6.894 / -10.440 eV
* energy above the lowest of the compared OMol25 structures with the same formula, charge and spin: 104.9 kJ/mol
* 2S+1: 3
* strongest force on any atom: 0.0902 hartree/bohr

Last column: Mulliken charge in e.
Cartesian coordinates (Å):
C: -0.11306 -0.50720 -0.53502  -0.8616
O: -2.57211 0.95511 0.28112  -0.3532
P: -2.57392 -0.27235 -0.43963  0.2559
P: 0.72421 0.72317 0.44677  -0.0055
H: -0.12755 -1.45182 -0.01323  0.3575
H: 0.21449 -0.67728 -1.48682  0.4861
H: -0.07021 1.90648 0.30500  0.0713
H: -0.05693 0.57858 1.54608  0.0493